Entry 1:
C2H2O2Rb as an isolated structure. Source: OMol25; level of theory: ωB97M-V/def2-TZVPD.

Atoms and positions in Å:
1 O 0.72971 -1.74254 1.17363
2 C 0.18564 -0.74700 0.37599
3 C 0.14246 -0.56836 -0.89582
4 O 0.27357 -0.16973 -2.03103
5 H 1.11675 -2.43063 0.62244
6 Rb -0.63745 2.46183 1.53021
7 H -1.81068 3.19642 -0.77540

Results
LUMO in eV: 1.90
Net charge: -1
Calculated total energy in Ha: -251.830480
Spin multiplicity: 1
Orbital gap in eV: 4.195
Relative energy (zero: lowest compared OMol25 entry of this formula, charge and spin) in kJ/mol: 0.00
HOMO energy in eV: -2.3

=====

Entry 2:
A 2-piece molecular cluster, C2H2O2S overall. Source: OMol25; level of theory: ωB97M-V/def2-TZVPD.

Atoms and positions in Å:
1 C -1.15723 0.03219 -0.01830
2 C -0.11302 -0.68145 0.15419
3 O 0.60719 -1.58461 0.06855
4 H -1.57200 -0.00371 -1.04862
5 H -1.45343 0.68614 0.70019
6 O 1.15328 0.98223 0.26730
7 S 2.53521 0.56921 -0.12331

Results
LUMO (alpha / beta) in eV: -1.86 / -1.68
SMILES: C=C=O.O=S
Net charge: 0
Calculated total energy in Ha: -625.934318
Spin multiplicity: 1
Orbital gap (alpha / beta) in eV: 6.994 / 6.883
Relative energy (zero: lowest compared OMol25 entry of this formula, charge and spin) in kJ/mol: 336.19
HOMO energy (alpha / beta) in eV: -8.9 / -8.6

=====

Entry 3:
C2H2O2S2 in the gas phase. Source: OMol25; level of theory: ωB97M-V/def2-TZVPD.

Atoms and positions in Å:
1 O 0.03444 1.19185 1.32633
2 C -0.45955 0.14801 0.50309
3 S -2.00530 -0.61672 0.63815
4 C 0.32552 -0.12630 -0.74305
5 O 0.92633 -1.36716 -0.55999
6 S 0.28228 1.15074 -1.87260
7 H -0.52856 1.07805 2.08058
8 H 1.42486 -1.45847 -1.37251

Results
LUMO in eV: -0.99
SMILES: OC(=S)C(O)=S
Net charge: 0
Calculated total energy in Ha: -1024.205600
Spin multiplicity: 1
Orbital gap in eV: 8.259
Relative energy (zero: lowest compared OMol25 entry of this formula, charge and spin) in kJ/mol: 149.75
HOMO energy in eV: -9.2

=====

Entry 4:
C2H2O2S2 as an isolated structure. Source: OMol25; level of theory: ωB97M-V/def2-TZVPD.

Atoms and positions in Å:
1 C -0.61481 -0.66670 0.01913
2 C -0.65449 0.67830 -0.01832
3 O -2.15867 -2.74182 -0.28620
4 O -2.16213 2.80148 0.14589
5 S -2.18674 -1.37976 0.28666
6 S -2.15485 1.38248 -0.20505
7 H 0.12530 -1.41858 -0.33555
8 H 0.06159 1.36391 -0.11235

Results
LUMO (alpha / beta) in eV: -1.71 / -1.65
Net charge: 0
Calculated total energy in Ha: -1024.147252
Spin multiplicity: 1
Orbital gap (alpha / beta) in eV: 7.356 / 7.311
Relative energy (zero: lowest compared OMol25 entry of this formula, charge and spin) in kJ/mol: 302.94
HOMO energy (alpha / beta) in eV: -9.1 / -9.0

=====

Entry 5:
C2H2O2S2 in the gas phase. Source: OMol25; level of theory: ωB97M-V/def2-TZVPD.

Atoms and positions in Å:
1 O -0.23139 -0.96548 1.26836
2 C 0.16674 0.01109 0.50946
3 S 1.17760 1.19940 0.95112
4 C -0.38050 -0.18344 -0.86584
5 O 0.03282 0.78396 -1.65610
6 S -1.35494 -1.40428 -1.36683
7 H 0.05524 -0.80909 2.18148
8 H 0.53443 1.36785 -1.02165

Results
LUMO in eV: -1.56
SMILES: OC(=S)C(O)=S
Net charge: 0
Calculated total energy in Ha: -1024.242507
Spin multiplicity: 1
Orbital gap in eV: 7.509
Relative energy (zero: lowest compared OMol25 entry of this formula, charge and spin) in kJ/mol: 52.85
HOMO energy in eV: -9.1

=====

Entry 6:
C2H2O2S2 in the gas phase. Source: OMol25; level of theory: ωB97M-V/def2-TZVPD.

Atoms and positions in Å:
1 O -1.48991 -0.38890 0.18416
2 C -0.29385 -0.47529 0.21517
3 O 0.25585 -1.49667 0.87552
4 C 0.69279 0.48553 -0.34154
5 S 2.31429 0.10290 -0.41030
6 S 0.12114 1.97032 -1.07479
7 H -0.47019 -2.02173 1.20971
8 H -1.13012 1.82384 -0.65794

Results
LUMO in eV: -1.54
SMILES: O=C(O)C(=S)S
Net charge: 0
Calculated total energy in Ha: -1024.254177
Spin multiplicity: 1
Orbital gap in eV: 7.720
Relative energy (zero: lowest compared OMol25 entry of this formula, charge and spin) in kJ/mol: 22.21
HOMO energy in eV: -9.3

=====

Entry 7:
C2H2O2Sm as an isolated structure. Source: OMol25; level of theory: ωB97M-V/def2-TZVPD.

Atoms and positions in Å:
1 C -0.08724 -0.13855 1.03749
2 C -1.18601 -0.10387 1.53632
3 O -0.61756 0.04167 -3.44299
4 Sm 1.24613 0.03437 -2.27836
5 H -2.08021 -0.16973 2.13047
6 O 0.97095 0.02382 0.25818
7 H 1.75393 0.31229 0.75888

Results
LUMO (alpha / beta) in eV: -13.86 / -12.04
<S²>: 12.0496
Net charge: +2
Calculated total energy in Ha: -884.923885
Spin multiplicity: 7
Orbital gap (alpha / beta) in eV: 4.250 / 6.204
Relative energy (zero: lowest compared OMol25 entry of this formula, charge and spin) in kJ/mol: 89.82
HOMO energy (alpha / beta) in eV: -18.1 / -18.2

=====

Entry 8:
C2H2O3 in the gas phase. Source: OMol25; level of theory: ωB97M-V/def2-TZVPD.

Atoms and positions in Å:
1 C 0.97206 -0.76630 0.03514
2 C 1.56402 0.53705 -0.74842
3 O 2.15217 -0.94048 0.58420
4 O 2.88342 -0.05590 -0.36364
5 O 1.19820 1.60282 0.12544
6 H 1.15607 0.77736 -1.86788
7 H 1.08557 1.00519 0.87904

Results
LUMO in eV: -0.37
Net charge: 0
Calculated total energy in Ha: -302.868605
Spin multiplicity: 1
Orbital gap in eV: 9.517
Relative energy (zero: lowest compared OMol25 entry of this formula, charge and spin) in kJ/mol: 687.21
HOMO energy in eV: -9.9